A cluster of 12 separate species, C46H105N3O19S7 in total at a distorted geometry, computed with wB97M-V/def2-TZVPD.

Results
frontier orbital gap	0.3058	Ha
relative energy (zero: lowest compared OMol25 entry of this formula, charge and spin)	0.00	kJ/mol
SMILES	O=S1(=O)CCCC1.O=S1(=O)CCCC1.O=S1(=O)CCCC1.O=S1(=O)CCCC1.O=S1(=O)CCCC1.O=S1(=O)CCCC1.O=S1(=O)CCCC1.COC[C@H](C)N.COC[C@H](C)N.COC[C@H](C)N.CC(C)O.CC(C)O
LUMO energy	-0.0981	eV
charge	0
E	-168619.548	eV

CARTESIAN COORDINATES (ANGSTROEM)
O -3.85063 4.81541 2.90278
S -3.48107 3.69134 2.09105
O -3.83632 3.73252 0.69106
C -1.66619 3.47891 2.33311
C -1.46489 2.02306 2.64838
C -2.64170 1.71403 3.58502
C -3.93809 2.10110 2.88061
H -1.36517 4.05258 3.21470
H -1.08965 3.98274 1.55621
H -1.53057 1.45078 1.71444
H -0.46113 1.84376 3.03012
H -2.54375 2.21818 4.54918
H -2.61740 0.65430 3.85429
H -4.89918 2.15208 3.38187
H -4.03182 1.38162 2.06331
O -2.69312 -0.85863 -2.80881
S -2.84993 0.54542 -2.46127
O -1.75319 1.25456 -1.83845
C -3.42376 1.49645 -3.90716
C -4.65987 2.25248 -3.39748
C -5.39211 1.34913 -2.42490
C -4.37681 0.77716 -1.48878
H -3.75035 0.71201 -4.58836
H -2.56812 2.11059 -4.16983
H -4.29709 3.12482 -2.84790
H -5.34231 2.54828 -4.19180
H -5.88318 0.47543 -2.86716
H -6.17091 1.88106 -1.87667
H -4.65267 -0.17773 -1.03869
H -4.12544 1.44529 -0.66256
O 0.72806 4.05036 -0.11788
S 0.28576 4.61329 -1.37840
O 1.05444 4.43572 -2.58040
C -1.44400 4.02562 -1.62498
C -2.23724 5.17498 -2.23188
C -1.78601 6.41795 -1.41473
C -0.27611 6.35153 -1.20337
H -1.79089 3.94436 -0.59504
H -1.51788 3.04832 -2.09348
H -2.11068 5.37085 -3.29765
H -3.30640 5.00786 -2.09942
H -2.36949 6.50514 -0.49803
H -2.03700 7.30870 -1.99163
H 0.20513 6.78698 -0.32879
H 0.20866 6.87907 -2.02869
O 3.61253 1.67600 -4.05508
S 4.79032 0.84803 -3.88587
O 5.92471 0.98504 -4.76813
C 5.43095 0.74074 -2.14832
C 4.77140 -0.51195 -1.52874
C 4.80973 -1.53304 -2.65790
C 4.21481 -0.89151 -3.88467
H 5.36481 1.66192 -1.57350
H 6.49222 0.53784 -2.30101
H 5.33638 -0.80728 -0.64912
H 3.71229 -0.28151 -1.38560
H 4.29663 -2.45744 -2.39359
H 5.85426 -1.80033 -2.84737
H 3.12284 -0.85345 -3.89202
H 4.42856 -1.40215 -4.82337
O 1.73926 -4.28985 -1.49286
S 1.17567 -3.56140 -2.61337
O 1.64762 -2.22170 -2.92322
C 1.30171 -4.67905 -4.02565
C 0.19958 -5.70029 -3.75130
C -1.02860 -4.94386 -3.24938
C -0.61248 -3.64582 -2.51880
H 2.29270 -5.11920 -4.10793
H 1.15623 -3.99670 -4.86739
H 0.00500 -6.33196 -4.61801
H 0.59953 -6.40023 -3.01414
H -1.66482 -5.52777 -2.58646
H -1.61631 -4.68052 -4.12914
H -0.78413 -3.56350 -1.44752
H -1.00482 -2.76741 -3.02772
O 5.52349 -4.85108 0.77069
S 5.10383 -3.67810 1.49527
O 6.02355 -2.60223 1.80004
C 3.55610 -2.99535 0.67707
C 2.40269 -3.52572 1.52256
C 2.88446 -3.44299 2.95552
C 4.20280 -4.19144 3.03133
H 3.62969 -3.12538 -0.39529
H 3.58717 -1.92631 0.91181
H 1.46348 -2.98589 1.42708
H 2.22321 -4.56873 1.24317
H 2.24865 -3.81574 3.75915
H 3.01035 -2.37353 3.16662
H 3.93732 -5.24387 2.89459
H 4.87577 -4.18370 3.88495
O -1.09466 -4.56727 4.45498
S -1.20903 -3.54962 3.41034
O -0.02819 -3.21179 2.65232
C -2.59227 -3.93931 2.20183
C -3.61390 -2.81650 2.38944
C -3.49200 -2.32795 3.82895
C -2.01560 -2.06306 4.08741
H -3.00570 -4.90325 2.49653
H -2.16811 -4.06906 1.20837
H -3.55430 -1.92971 1.75385
H -4.61060 -3.17965 2.12759
H -3.89199 -3.01552 4.57540
H -3.99942 -1.37817 4.01512
H -1.79720 -1.90935 5.14264
H -1.53569 -1.22627 3.57320
C -2.09293 1.38051 -7.39111
O -1.81624 1.64042 -6.02487
C -0.93581 2.72355 -5.77575
C 0.38987 2.19258 -5.24152
C 0.23078 1.44225 -3.92909
N 1.43439 3.23634 -5.17103
H -2.91969 0.67747 -7.40055
H -1.20980 1.16787 -7.99581
H -2.48613 2.31768 -7.81274
H -0.78559 3.29794 -6.69132
H -1.30041 3.34712 -4.94948
H 0.79830 1.48354 -5.97155
H -0.60541 0.74142 -4.02876
H 0.10424 2.05154 -3.03512
H 1.10033 0.82612 -3.69309
H 2.13207 2.79072 -4.56754
H 1.16776 4.02903 -4.58963
C 4.21691 5.41535 5.24227
O 4.30553 4.28665 4.37919
C 3.03737 3.99499 3.83562
C 3.13097 2.95701 2.71962
C 4.01353 3.34639 1.54431
N 1.78244 2.60499 2.26177
H 5.19046 5.54786 5.70788
H 3.52505 5.21606 6.06638
H 3.89023 6.28042 4.66487
H 2.31441 3.68854 4.59639
H 2.61681 4.88661 3.34373
H 3.47312 2.05247 3.23705
H 4.99658 3.61814 1.93941
H 3.63828 4.24084 1.03705
H 4.08192 2.59781 0.75611
H 1.71745 1.75406 1.71847
H 1.53465 3.26057 1.52185
C 0.99110 -3.19582 6.66189
O 1.36611 -1.91961 7.16369
C 0.77506 -0.80504 6.47797
C 1.34830 -0.57388 5.07511
C 2.88702 -0.48475 5.12506
N 0.68595 0.56801 4.47106
H 1.58607 -3.89411 7.25076
H 1.21611 -3.32385 5.60212
H -0.05954 -3.39462 6.88960
H -0.31885 -0.87115 6.50191
H 0.98991 -0.02170 7.20987
H 1.12518 -1.42740 4.42569
H 3.22173 -0.95810 6.04965
H 3.33003 0.51372 5.12159
H 3.27886 -1.01536 4.25586
H 0.80321 0.56020 3.46299
H 1.21162 1.37103 4.80667
C -0.61887 -1.03076 0.00320
C 0.79414 -0.48841 0.31516
C 1.03458 0.86171 -0.34434
O 0.93173 -0.45130 1.73484
H -0.76978 -2.05585 0.33458
H -0.63991 -0.90129 -1.08162
H -1.37689 -0.36937 0.42746
H 1.49907 -1.23270 -0.08110
H 0.30758 1.55583 0.07541
H 0.97064 0.76933 -1.42557
H 2.05131 1.19484 -0.12961
H 0.75826 -1.33874 2.06056
C -4.75678 -3.61133 -2.95059
C -4.61284 -3.63438 -1.44035
C -4.61622 -5.01907 -0.82733
O -3.30801 -3.07874 -1.16106
H -4.84548 -2.60381 -3.34921
H -5.66129 -4.18261 -3.18894
H -3.91418 -4.12794 -3.40746
H -5.37164 -2.99156 -0.97961
H -4.63401 -5.06122 0.26025
H -3.71081 -5.54447 -1.14247
H -5.44169 -5.61828 -1.21661
H -3.06057 -2.29680 -1.67740

A cluster of 9 separate species, C46H108N2O16 in total at a distorted geometry, computed with wB97M-V/def2-TZVPD.

Results
frontier orbital gap	0.3149	Ha
relative energy (zero: lowest compared OMol25 entry of this formula, charge and spin)	0.00	kJ/mol
SMILES	CC1(C)CCCC(C)(C)N1O.CC1(C)CCCC(C)(C)N1O.COCCOC.COCCOC.COCCOC.COCCOC.COCCOC.COCCOC.COCCOC
LUMO energy	0.4547	eV
charge	0
E	-85181.944	eV

CARTESIAN COORDINATES (ANGSTROEM)
C -2.89876 -3.92041 4.86361
C -4.28168 -3.85998 4.24797
C -5.29050 -4.54241 5.13788
C -4.74819 -2.43178 4.16379
C -4.01515 -1.61050 3.12494
C -4.27913 -2.25684 1.74785
C -3.85661 -3.69982 1.72534
C -4.43455 -4.37888 0.49868
C -2.32527 -3.72763 1.63941
N -4.34892 -4.40922 2.91801
O -3.97587 -5.83958 2.88694
H -2.28009 -4.72886 4.44708
H -2.31424 -3.00794 4.74884
H -2.96647 -4.16106 5.92659
H -6.25797 -4.60497 4.63012
H -5.01920 -5.58705 5.34632
H -5.43661 -4.05442 6.10024
H -5.81081 -2.42724 3.91688
H -4.62230 -1.90847 5.12054
H -4.46997 -0.61252 3.06944
H -2.93803 -1.50082 3.25016
H -3.69015 -1.70379 1.00223
H -5.33269 -2.17963 1.44804
H -4.02270 -5.34046 0.19958
H -4.26671 -3.71285 -0.35876
H -5.51005 -4.50905 0.65283
H -1.88939 -2.93964 2.26244
H -1.96008 -3.61548 0.62324
H -1.91442 -4.65380 2.05516
H -3.09666 -5.94680 3.32506
C -1.44632 -0.29139 0.50570
C -0.17423 -0.00953 -0.26595
C 0.13300 -1.20414 -1.15997
C -0.48851 1.18111 -1.15881
C 0.81081 1.76803 -1.71748
C 1.74107 2.11024 -0.56786
C 2.11236 0.92320 0.28508
C 3.02950 -0.03727 -0.40554
C 2.88473 1.44690 1.43551
N 0.85070 0.35688 0.71365
O 1.02821 -0.77709 1.63985
H -1.44431 -1.22196 1.06889
H -1.54121 0.55244 1.19938
H -2.33040 -0.26542 -0.13437
H -0.79462 -1.54357 -1.62052
H 0.90979 -1.06206 -1.90760
H 0.45398 -2.05403 -0.53801
H -1.15358 0.85709 -1.96772
H -1.02079 1.92967 -0.55729
H 1.27248 1.00920 -2.36238
H 0.62263 2.65519 -2.31752
H 1.31959 2.87512 0.09952
H 2.58814 2.61969 -1.06170
H 4.05834 0.34463 -0.46849
H 2.76307 -0.26394 -1.43916
H 3.11513 -0.92622 0.22682
H 3.15745 0.66491 2.15915
H 2.34370 2.19813 2.02519
H 3.85731 1.84019 1.15606
H 0.79945 -0.47380 2.54257
C -2.45689 -1.15566 -3.86055
O -2.10843 -2.42330 -4.14242
C -1.48410 -2.58553 -5.35680
C -0.06502 -2.08893 -5.39187
O 0.74269 -2.83776 -4.50289
C 1.99173 -2.25782 -4.42197
H -3.41284 -0.78913 -4.26857
H -1.73123 -0.40799 -4.22076
H -2.49576 -1.00761 -2.78174
H -2.03655 -2.12434 -6.19204
H -1.53139 -3.65892 -5.54849
H -0.02471 -1.04115 -5.07888
H 0.32547 -2.23446 -6.41019
H 2.51245 -2.69450 -3.57044
H 1.87203 -1.18710 -4.20810
H 2.61881 -2.34929 -5.31438
C 3.02275 -2.47749 5.86857
O 1.90343 -1.66224 5.60836
C 2.21947 -0.48285 4.83683
C 1.03184 0.43729 4.88109
O -0.06691 -0.13676 4.26100
C -1.18869 0.65167 4.41448
H 2.68345 -3.39481 6.35134
H 3.71810 -1.97920 6.56147
H 3.51440 -2.79682 4.93686
H 2.47549 -0.74799 3.79937
H 3.03057 0.05647 5.36803
H 1.21740 1.41743 4.41166
H 0.80343 0.65818 5.93835
H -1.06008 1.60051 3.86478
H -1.33145 0.84020 5.48030
H -2.04821 0.18094 3.94753
C 8.34935 5.70067 -0.16839
O 7.54744 4.63296 0.26105
C 6.29324 4.60035 -0.33871
C 5.49448 3.43371 0.17947
O 5.88680 2.15168 -0.32510
C 7.03916 1.61938 0.28896
H 8.87294 5.49729 -1.11261
H 9.08669 5.94284 0.59979
H 7.75867 6.62958 -0.28960
H 6.40261 4.44327 -1.43112
H 5.77735 5.55401 -0.22424
H 4.49107 3.60616 -0.22775
H 5.56596 3.42252 1.28051
H 7.33616 0.73271 -0.27052
H 6.85250 1.40131 1.34906
H 7.90628 2.28553 0.22838
C 5.20594 1.44210 -3.53280
O 4.39009 1.55105 -4.64754
C 4.53025 0.43611 -5.49985
C 3.69070 0.58088 -6.71052
O 2.32215 0.33891 -6.56170
C 1.62552 1.15678 -5.66350
H 4.75691 2.02320 -2.73766
H 6.17963 1.89218 -3.77747
H 5.39839 0.41198 -3.21686
H 4.31243 -0.47761 -4.92639
H 5.56642 0.38886 -5.89416
H 3.95639 -0.18207 -7.44153
H 3.88311 1.57179 -7.15468
H 0.56696 0.95332 -5.65332
H 1.84229 2.18882 -5.96242
H 2.08117 0.97477 -4.68856
C -1.37293 -4.81479 -1.94134
O -1.98028 -6.00784 -1.48640
C -1.75290 -7.07315 -2.28192
C -2.35302 -8.25154 -1.61816
O -3.73349 -8.01595 -1.52277
C -4.33454 -8.74999 -0.49207
H -1.78839 -3.99259 -1.36341
H -1.66381 -4.65948 -2.98488
H -0.28270 -4.80039 -1.81312
H -0.66378 -7.21345 -2.40017
H -2.12674 -6.98323 -3.31764
H -1.90948 -8.26507 -0.61003
H -2.26395 -9.19943 -2.15402
H -5.37092 -8.44927 -0.39205
H -3.81524 -8.61135 0.47342
H -4.29506 -9.84422 -0.68466
C 1.69673 8.85158 1.59659
O 0.84701 8.66313 0.53799
C 0.06444 7.45893 0.67825
C -0.53274 6.99608 -0.56249
O 0.51463 6.74313 -1.45128
C 0.05694 6.54595 -2.76211
H 1.17990 9.35056 2.42542
H 2.49510 9.49773 1.24507
H 2.12626 7.90186 1.93081
H -0.68161 7.74408 1.44566
H 0.67944 6.66786 1.13653
H -1.21799 7.73999 -0.99803
H -1.10181 6.07186 -0.38292
H -0.43607 7.46630 -3.13878
H -0.72301 5.76317 -2.84704
H 0.88005 6.29061 -3.42024
C -5.10227 0.59855 0.49818
O -4.52844 1.51989 1.42614
C -4.15752 2.72791 0.86894
C -3.38227 3.50333 1.85730
O -2.95833 4.65862 1.25246
C -2.51927 5.60630 2.24972
H -4.44862 0.10772 -0.23401
H -5.92059 1.11320 -0.04556
H -5.58796 -0.15175 1.12636
H -5.03096 3.32387 0.55597
H -3.59379 2.56218 -0.06600
H -2.53145 2.93252 2.27407
H -4.02997 3.65998 2.73705
H -1.51809 5.25786 2.56783
H -3.15608 5.60176 3.14309
H -2.48901 6.60063 1.82669